No. 1
Density functional theory data (ωB97M-V/def2-TZVPD) for a cluster of 9 separate species, C24H69N8O11 in total in a non-equilibrium geometry.

XYZ file:
```
112
Properties=species:S:1:pos:R:3
C 0.76254 1.16495 -0.33340
C -0.75677 1.42815 -0.43505
O -1.10895 2.72433 -0.54282
H 0.77823 0.31756 0.37823
H 1.31394 1.91289 0.23996
H 1.21121 0.90424 -1.29160
H -1.22461 0.90090 0.44095
H -1.18032 0.75240 -1.23137
C -1.04798 -2.37827 3.27864
C -1.50529 -1.66615 2.02491
C -2.35240 -2.46637 1.05721
O -2.09604 -1.97547 -0.24056
C -2.92769 -2.58196 -1.18250
N -2.22142 -0.42818 2.51726
H -0.18422 -3.03763 3.21496
H -1.89299 -2.83860 3.80661
H -0.78179 -1.62584 4.02687
H -0.69583 -1.16760 1.48171
H -3.42831 -2.40476 1.29485
H -2.16858 -3.55107 1.12836
H -2.96538 -3.68272 -1.15204
H -2.55976 -2.35791 -2.18124
H -3.98167 -2.30641 -1.05709
H -2.52214 0.12114 1.71121
H -3.08893 -0.82912 2.88100
C -1.47501 -4.71026 -3.94114
C -0.62855 -3.49653 -4.29838
C 0.29521 -3.07436 -3.16563
O 1.01336 -1.90152 -3.50204
C 0.37697 -0.68376 -3.79594
N 0.10058 -3.85277 -5.52234
H -2.00791 -4.62142 -2.99380
H -0.80867 -5.57649 -3.90452
H -2.24002 -4.90842 -4.69167
H -1.25273 -2.62704 -4.52469
H 1.06768 -3.82680 -2.98404
H -0.23109 -2.87784 -2.22192
H -0.59781 -0.50152 -3.33780
H 0.19336 -0.67997 -4.88359
H 1.02527 0.18169 -3.68821
H 0.66258 -4.68357 -5.36328
H 0.77231 -3.10677 -5.69201
C 0.71372 1.80177 5.42028
C 1.16749 1.36274 4.01819
C 1.63670 -0.08328 4.12501
O 3.05252 -0.16121 4.23308
C 3.58321 -1.44056 4.39543
N 0.07598 1.68352 3.07308
H -0.18903 1.27921 5.73970
H 0.54225 2.87855 5.40766
H 1.51569 1.59925 6.13597
H 1.97373 2.01426 3.67127
H 1.44571 -0.64385 3.19420
H 1.13159 -0.57253 4.96432
H 3.59636 -1.94273 3.40591
H 3.02214 -2.15148 5.00903
H 4.64291 -1.34214 4.62395
H -0.74832 1.18373 3.41562
H 0.29415 1.10996 2.25357
C 5.27082 3.63540 0.96285
C 3.99430 2.78910 0.98535
C 4.14670 1.42654 1.58419
O 5.02559 0.68557 0.69185
C 5.27581 -0.60552 1.15296
N 2.86019 3.50260 1.63397
H 6.04461 3.14834 0.36073
H 5.64351 3.72125 1.98629
H 5.12279 4.58226 0.44410
H 3.66712 2.67739 -0.05260
H 3.21556 0.86402 1.42929
H 4.50491 1.28221 2.60554
H 4.42094 -1.27852 0.98286
H 5.49005 -0.66459 2.22742
H 6.11852 -1.00648 0.58930
H 2.96746 4.48323 1.37348
H 3.21131 3.58461 2.59784
C 2.31535 -3.12530 1.05179
C 2.36409 -2.38606 -0.28068
O 3.61665 -2.59730 -0.90892
O 2.20047 -4.53508 0.90534
H 1.50044 -2.75926 1.67745
H 3.25209 -2.86102 1.56189
H 2.28132 -1.33177 -0.01136
H 1.48923 -2.73665 -0.82598
H 3.49952 -3.14140 -1.69108
H 3.04937 -4.83345 0.56444
C -4.10239 0.41518 -2.61644
C -4.07958 1.74580 -3.34584
O -5.27465 2.49126 -3.21045
O -5.07600 -0.42764 -3.24849
H -4.48882 0.57979 -1.60337
H -3.07454 0.06220 -2.52726
H -3.93197 1.51369 -4.40819
H -3.22084 2.31219 -2.99161
H -6.02341 1.89185 -3.16094
H -5.88772 -0.45126 -2.74162
C -0.94388 3.94211 -4.12926
O -0.99285 4.57898 -5.16926
N -1.73011 4.21774 -3.04761
N 0.02840 3.00549 -3.80933
H -1.61070 3.72257 -2.16352
H -2.16361 5.11441 -3.17111
H -0.07124 2.56242 -2.90563
H 0.94386 3.18609 -4.17467
C -4.25646 3.54887 1.36080
O -3.31588 4.30630 1.36691
N -5.31783 3.70445 2.21787
N -4.53849 2.70230 0.30921
H -6.08985 3.06476 2.17654
H -5.24265 4.29579 3.02173
H -5.25187 2.01602 0.45105
H -3.93281 2.82221 -0.48811
```

Output
**E_HOMO**: -3.6 eV
**Total charge**: -1
**LUMO energy**: 2.11 eV
**Strongest force on any atom**: 2.762 eV/A
**Kohn-Sham gap**: 5.69 eV

No. 2
Density functional theory data (ωB97M-V/def2-TZVPD) for a structure of composition C24H70AlNO9P in a non-equilibrium geometry.

XYZ file:
```
106
Properties=species:S:1:pos:R:3
N 2.54508 2.76950 3.91330
P 1.81975 1.51001 3.14448
Al -0.41636 1.28588 3.87433
O -1.66718 1.89390 2.56158
H 2.89631 3.46247 3.21702
H 2.55334 0.32222 3.53609
H 1.88584 1.71751 1.71695
H -0.73556 -0.23850 4.27785
H -0.53056 2.12901 5.21855
H -1.58540 2.89912 2.44707
C -0.65350 0.13254 -2.38595
C 0.16133 -0.66853 -1.38289
C -0.18993 -0.28780 0.04655
O 1.54909 -0.43356 -1.60680
H -0.45514 1.20551 -2.28428
H -0.38132 -0.14307 -3.41039
H -1.72579 -0.03886 -2.25010
H -0.01829 -1.73858 -1.53362
H 0.02487 0.77014 0.23436
H 0.41293 -0.86334 0.75722
H -1.24832 -0.47182 0.25530
H 1.71792 0.51425 -1.47519
C 3.50471 -3.95506 -2.44830
C 2.12578 -4.59467 -2.48321
C 1.47198 -4.42814 -3.84573
O 1.30155 -3.99458 -1.48735
H 3.44231 -2.87827 -2.64208
H 3.95804 -4.07182 -1.45815
H 4.16801 -4.40611 -3.19277
H 2.20800 -5.66007 -2.24206
H 1.33755 -3.36822 -4.08896
H 0.47532 -4.88243 -3.85235
H 2.07435 -4.89337 -4.63208
H 1.22293 -3.04824 -1.69336
C -4.82681 5.01939 0.06839
C -4.09851 4.04353 -0.84215
C -4.54000 2.61140 -0.58581
O -2.69438 4.15129 -0.62304
H -4.61536 4.80473 1.12203
H -4.49007 6.04464 -0.11859
H -5.90900 4.97208 -0.08738
H -4.28784 4.30540 -1.88884
H -4.31838 2.31148 0.44453
H -3.99867 1.91904 -1.23952
H -5.61360 2.49193 -0.76120
H -2.51686 3.92057 0.30401
C -2.86297 4.57626 8.79575
C -2.04036 4.23308 7.56395
C -1.28850 5.44781 7.04358
O -2.90290 3.73842 6.54289
H -3.61359 5.34070 8.56528
H -3.40826 3.69570 9.15183
H -2.22598 4.94512 9.60558
H -1.32916 3.43603 7.80662
H -1.98330 6.24302 6.75104
H -0.71068 5.18887 6.14982
H -0.60433 5.84279 7.80090
H -3.53798 4.43956 6.32098
C 1.72150 -3.60925 -7.58630
C 0.34256 -4.24886 -7.62122
C -0.31124 -4.08233 -8.98373
O -0.48167 -3.64876 -6.62535
H 1.65910 -2.53246 -7.78009
H 2.17483 -3.72600 -6.59616
H 2.38480 -4.06030 -8.33078
H 0.42479 -5.31426 -7.38006
H -0.44566 -3.02241 -9.22696
H -1.30789 -4.53662 -8.99035
H 0.29114 -4.54756 -9.77008
H -0.56028 -2.70243 -6.83136
C 4.12602 -3.62848 3.85343
C 2.66167 -3.26264 3.67004
C 1.83245 -4.47516 3.27780
O 2.54727 -2.26503 2.65865
H 4.55229 -4.01801 2.92203
H 4.71270 -2.74392 4.12336
H 4.24929 -4.38305 4.63642
H 2.27028 -2.83384 4.59898
H 2.17743 -4.89460 2.32610
H 0.78308 -4.19448 3.13719
H 1.88698 -5.25509 4.04355
H 2.89253 -2.63695 1.83002
C 5.37565 -6.55089 -7.15422
C 5.43065 -5.96668 -8.55688
C 6.82697 -6.07614 -9.14844
O 5.04239 -4.59607 -8.51310
H 6.05066 -6.01306 -6.47890
H 4.36794 -6.45400 -6.73631
H 5.65390 -7.60929 -7.15627
H 4.71567 -6.48932 -9.20158
H 7.55328 -5.52152 -8.54385
H 6.85442 -5.64063 -10.15309
H 7.14870 -7.12031 -9.21026
H 5.67173 -4.12408 -7.94273
C -6.09532 8.09402 5.59577
C -5.28049 7.29295 6.59882
C -5.63175 7.67367 8.02827
O -3.89274 7.52792 6.37491
H -5.89696 9.16698 5.69744
H -5.82314 7.81841 4.57133
H -7.16761 7.92262 5.73162
H -5.46012 6.22290 6.44810
H -5.41695 8.73162 8.21608
H -5.02889 7.09813 8.73893
H -6.69015 7.48966 8.23702
H -3.72391 8.47573 6.50653
```

Output
**E_HOMO**: -3.4 eV
**Total charge**: -1
**LUMO energy**: 1.87 eV
**Strongest force on any atom**: 2.348 eV/A
**Kohn-Sham gap**: 5.29 eV

The records above yield total energy values of -60447.70534, -61827.13389 eV, respectively.